DFT (wB97M-V/def2-TZVPD) results for 16 unconnected molecules or ions with the total composition C102H208N16O10 in a non-equilibrium geometry.

Calculated values
ΔE to the lowest compared entry with this formula, charge and spin ... 0.0 kcal per mole
M ... 1818.888 Da
LUMO ... 0.322 eV

```
! wB97M-V def2-TZVPD RIJCOSX def2/J DEFGRID3
* xyz 0 1
O -2.052 -4.810 -3.756
O 5.488 4.149 3.575
O -1.470 -5.245 -6.805
O -7.189 -3.019 4.266
O 0.547 -5.049 5.972
O 5.122 -4.261 -0.635
O -0.976 6.222 -5.935
O -5.460 4.738 1.438
O 1.894 3.889 -1.158
O 0.657 2.579 1.538
N 2.263 3.596 4.031
N -1.001 5.009 -6.675
N -0.071 2.975 6.793
N -2.814 -4.044 -2.755
N 3.090 4.366 -0.605
N -0.751 -4.100 -6.311
N 0.857 1.236 2.025
N 6.705 3.623 4.104
N -4.160 1.654 -1.152
N -5.136 5.518 2.653
N -2.367 0.820 -4.110
N -6.876 -2.586 2.892
N 2.118 -2.869 4.755
N 3.321 -5.005 2.226
N 4.912 -2.889 -0.989
N -0.794 -5.568 5.652
C 8.683 1.564 4.342
C 4.105 6.352 0.277
C -4.601 -4.263 -1.112
C 1.703 1.079 6.176
C 0.828 -5.673 -5.444
C 6.409 -2.158 0.713
C 0.652 -4.401 -6.299
C 0.080 4.113 -6.389
C 1.366 4.919 -6.782
C -3.607 5.822 5.089
C 4.175 4.153 -1.654
C -5.038 5.218 5.111
C 4.674 -2.948 4.242
C -3.005 -6.218 3.981
C -0.079 2.943 -7.373
C 0.192 -6.258 3.330
C 5.350 6.221 -0.672
C 1.913 0.556 1.139
C -2.827 -2.796 -6.591
C -1.782 -3.577 6.492
C 4.266 -1.462 -2.957
C -2.709 5.091 2.015
C -1.161 0.612 0.671
C -4.944 -4.788 -3.565
C -7.778 -2.158 0.717
C -0.547 -1.769 -6.147
C -1.861 -3.766 -1.641
C 6.228 -2.238 -0.815
C -3.801 6.068 2.491
C -6.906 4.400 3.823
C 2.015 -0.893 1.668
C -3.096 -5.158 5.060
C -6.176 -1.280 3.018
C -1.661 -4.471 5.234
C -2.009 -7.227 4.385
C -1.403 2.393 -7.446
C 5.862 3.345 6.282
C -1.052 -2.617 -2.203
C -2.386 4.634 -6.946
C -3.234 2.226 -1.642
C -4.837 -1.451 3.795
C -2.327 3.532 -7.937
C 1.289 -4.734 -7.658
C 0.964 -1.846 -6.189
C -5.898 -0.813 1.607
C 7.919 4.840 2.389
C 0.712 -1.651 1.686
C 1.673 5.718 0.819
C -4.011 -4.891 -2.401
C -0.398 -0.873 2.460
C 8.965 2.834 3.538
C 4.276 -2.906 -2.352
C 2.690 -6.656 0.333
C 2.810 -3.341 -2.167
C 2.818 5.811 -0.265
C -2.618 -3.188 -0.414
C -3.895 7.273 1.487
C 5.648 -0.722 -2.826
C 3.182 1.303 1.487
C 0.309 -7.627 5.424
C -3.548 6.711 3.882
C -3.630 -6.391 -2.078
C 3.040 -5.683 1.331
C -3.211 4.352 -5.701
C 4.996 -3.860 -3.356
C 7.831 1.930 5.547
C 3.235 -2.856 4.614
C -6.871 -0.090 3.813
C 3.929 4.552 -3.079
C -1.118 -2.783 -8.464
C -7.175 -0.761 0.722
C -0.485 0.650 2.056
C -3.363 0.217 -4.125
C 4.341 2.637 -1.785
C 7.399 -2.997 -1.521
C -1.298 -2.866 -6.942
C -4.654 3.237 3.555
C 6.424 2.605 5.085
C -0.988 -4.956 -1.179
C 0.630 5.622 4.195
C -8.049 -2.722 2.104
C -5.419 4.587 3.745
C -3.768 -4.032 0.103
C -9.321 -2.080 2.621
C 1.299 -3.202 -5.603
C -4.531 -0.663 -4.065
C -2.964 5.882 -7.688
C -1.362 1.321 3.042
C -0.587 -6.634 4.671
C 1.795 0.523 -0.427
C 1.513 4.425 4.133
C 5.479 1.483 4.698
C 0.678 2.206 6.437
C -2.162 2.951 -2.195
C -8.262 -4.280 1.966
C 7.673 3.428 2.948
C 6.017 -0.782 -1.361
C 7.147 2.570 1.800
C 5.450 4.758 -1.056
C 2.339 6.690 -1.467
C -1.368 -3.651 4.008
C 0.049 3.613 -4.952
H -0.659 2.859 -4.533
H 1.127 6.421 4.789
H 2.352 -4.903 -7.454
H -4.369 6.946 0.592
H 3.300 1.344 2.549
H -3.359 3.087 -7.975
H 3.075 6.855 -2.298
H -5.356 -3.780 -3.770
H 1.514 3.322 -0.508
H -4.538 -5.272 -4.439
H 1.473 6.268 -1.917
H -4.310 7.463 3.947
H -5.883 -5.277 -3.344
H -1.872 5.668 1.628
H -4.966 -1.662 4.855
H 5.530 2.766 7.147
H 6.990 5.212 2.002
H -7.840 0.094 1.110
H -0.588 -2.840 -3.188
H 6.960 -0.167 -1.201
H -1.757 -2.024 -8.917
H -2.886 3.496 -5.154
H -3.455 -3.330 -7.321
H 4.123 0.761 1.249
H 0.990 -0.124 -0.806
H -2.873 7.582 1.207
H -5.163 -1.471 1.057
H 0.367 -6.515 -5.956
H -4.262 -2.214 3.273
H -3.043 -6.756 -2.963
H -0.872 -5.653 -1.992
H 1.766 0.917 5.118
H -1.293 -3.759 -8.920
H 2.010 7.664 -1.038
H 1.365 -7.288 5.462
H -5.066 4.400 5.886
H -0.915 1.467 3.989
H 4.490 2.153 -0.835
H -3.270 6.732 -7.065
H 1.018 -4.811 5.135
H 1.228 -3.871 -8.358
H -4.362 -0.465 3.579
H -6.747 -0.208 4.868
H -6.602 -3.774 4.301
H 1.594 1.456 -0.986
H -4.502 -7.076 -1.946
H 7.002 1.530 1.926
H -3.005 -6.498 -1.193
H 0.744 5.639 0.282
H 6.434 4.237 6.561
H -0.969 5.988 -5.000
H 2.651 1.549 6.477
H 5.602 0.580 5.343
H -0.050 -4.492 -0.802
H 6.109 2.873 1.603
H 6.314 4.660 -1.770
H -0.165 -0.947 3.568
H -0.914 -1.819 -5.110
H 8.250 0.777 3.690
H -7.262 3.867 4.668
H 9.414 3.618 4.258
H 3.478 -0.857 -2.513
H 1.648 4.825 1.479
H -0.809 -0.745 -6.424
H 1.811 -6.298 -0.218
H 4.688 -4.339 0.207
H -3.421 -5.018 0.467
H -4.332 -1.513 -3.453
H 5.468 -4.699 -2.818
H 2.373 -2.981 -1.256
H -1.340 -1.400 2.369
H 5.507 0.318 -3.089
H -2.124 -4.225 7.314
H 4.812 -3.884 3.716
H 6.361 -1.066 -3.510
H 2.185 -2.917 -2.982
H -4.578 8.081 1.787
H 4.380 -4.377 -4.067
H 7.388 -2.768 -2.552
H 2.711 -4.428 -2.109
H 2.378 -0.767 2.743
H -4.269 -3.489 0.997
H -9.620 -2.284 3.649
H -2.297 0.757 3.149
H -8.494 -4.693 2.930
H -7.399 3.848 3.030
H -0.332 5.366 4.697
H 5.607 1.036 3.660
H -1.546 -5.400 -0.327
H -6.021 5.369 0.986
H 1.705 6.612 1.419
H -2.526 4.404 2.774
H 1.412 0.211 6.760
H -0.027 4.486 -4.335
H -5.807 5.964 5.249
H -1.597 1.501 -8.053
H 7.247 -4.118 -1.412
H -3.016 -2.241 -0.642
H 9.613 2.801 2.636
H 2.408 -3.178 -5.544
H -0.790 -0.233 0.032
H 5.286 -0.279 -0.796
H 1.689 5.644 -6.038
H -2.930 -3.170 -5.548
H 3.177 2.266 0.951
H 7.298 -1.588 1.067
H -4.887 2.516 4.391
H 5.392 -3.012 5.071
H -3.563 3.338 3.526
H 5.246 2.353 -2.336
H -7.059 -2.799 0.228
H -2.321 -7.707 5.315
H -2.979 4.946 4.949
H -0.092 -7.876 6.392
H -7.348 5.418 3.835
H 3.426 -6.869 -0.401
H -3.952 -6.758 3.852
H -3.893 5.595 -8.159
H 4.597 4.057 -3.751
H -1.051 1.548 0.065
H -9.177 -0.998 2.513
H 4.185 5.764 1.258
H 6.253 6.589 -0.219
H 7.648 1.035 6.132
H 3.467 2.179 -2.266
H -0.392 -6.051 2.437
H -5.037 -3.307 -1.500
H 0.386 -8.546 4.881
H 2.127 4.138 -6.990
H -4.252 4.156 -5.938
H -0.246 -2.337 -1.450
H 1.196 3.116 2.094
H -2.269 6.142 -8.483
H 6.559 -3.154 1.163
H -5.552 -4.736 -0.862
H 5.833 -3.422 -3.815
H -3.268 5.161 -4.979
H 0.906 -3.312 -4.559
H 0.821 -5.530 -8.169
H -1.778 3.640 -1.387
H 2.832 -1.374 1.156
H -7.930 0.179 3.644
H 2.903 4.293 -3.436
H 0.644 2.204 -6.995
H -6.838 -0.510 -0.311
H -1.764 2.326 2.767
H 2.861 0.200 -0.720
H 5.500 -1.672 1.155
H -3.399 6.346 6.044
H 0.435 5.871 3.160
H -2.407 3.457 -3.107
H -6.345 0.793 3.371
H 8.381 2.557 6.223
H -3.380 -5.715 5.917
H -7.418 -4.805 1.594
H -9.116 -4.439 1.257
H 9.644 1.078 4.601
H -8.671 -2.254 0.148
H -5.456 0.229 1.741
H -0.058 -2.426 -8.590
H -1.362 2.190 -2.328
H 4.086 -1.533 -4.040
H -1.635 -1.679 -2.401
H 8.413 -2.748 -1.176
H 1.363 -1.049 -5.550
H -1.706 -4.110 -4.339
H -5.377 -0.034 -3.809
H 1.883 -5.887 -5.281
H 0.848 -5.382 3.513
H -3.058 -1.731 -6.642
H 1.423 -1.804 -7.166
H 1.033 3.216 -4.711
H -2.410 -2.681 6.348
H 0.188 3.265 -8.367
H -2.590 7.221 3.819
H 5.811 4.175 -0.146
H 5.259 6.736 -1.606
H -4.702 -1.130 -5.051
H 2.349 -7.561 0.889
H -0.342 -3.273 4.007
H 0.317 -5.485 -4.517
H -3.919 -4.429 4.883
H -0.800 -3.294 6.883
H 3.921 7.366 0.660
H -2.039 -2.797 3.985
H -2.969 4.518 1.122
H 1.132 5.434 -7.696
H 4.453 1.837 4.786
H -2.068 3.932 -8.915
H -4.849 2.692 2.621
H -2.053 -5.479 -6.103
H 8.225 5.559 3.164
H 4.828 3.452 3.481
H 0.283 -1.904 0.724
H -2.290 0.506 0.629
H 0.929 -2.547 2.263
H 4.852 -2.130 3.588
H 8.696 4.757 1.588
H -2.776 -5.816 2.988
H 7.697 2.693 0.876
H -1.482 -4.244 3.105
H 4.957 3.809 5.857
H -1.851 2.116 -6.477
H 0.790 -7.147 3.172
H -1.916 -7.931 3.601
H -1.888 -3.050 0.378
H 4.059 5.587 -3.220
H -10.117 -2.398 1.951
*
```

Here are the Löwdin charges for atoms 1 to 8, given in e: -0.091 -0.051 -0.005 -0.020 -0.076 -0.067 -0.009 -0.035